(1)
102
Properties=species:S:1:pos:R:3 method="wB97M-V/def2-TZVPD" homo_lumo_gap_ev=7.572 homo_ev=-7.4842 smiles="CCCCCCCCCC[C@@](Cl)(CCF)OC(=O)F.CN(C)P(=O)(N(C)C)N(C)C.CN(C)P(=O)(N(C)C)N(C)C" energy_ha=-2999.20205
C -4.85 2.59 6.89
C -3.95 1.40 6.44
C -3.80 1.31 4.89
C -4.93 0.44 4.26
C -4.43 -0.41 3.03
C -5.69 -1.08 2.39
C -5.58 -1.30 0.86
C -4.27 -1.99 0.40
C -4.34 -2.14 -1.16
C -4.05 -0.78 -1.86
C -2.60 -0.63 -2.46
Cl -1.41 -1.67 -1.61
C -2.66 -0.94 -3.96
C -1.31 -0.77 -4.72
F -0.32 -0.19 -3.95
O -2.18 0.74 -2.17
C -2.86 1.66 -2.88
O -2.40 2.12 -3.83
F -4.05 2.10 -2.47
H -5.64 2.28 7.60
H -4.27 3.36 7.44
H -5.34 3.11 6.04
H -2.94 1.59 6.84
H -4.32 0.46 6.87
H -2.81 0.90 4.60
H -3.87 2.33 4.48
H -5.71 1.12 3.88
H -5.34 -0.31 4.97
H -3.75 -1.16 3.47
H -3.85 0.21 2.33
H -6.52 -0.37 2.54
H -5.99 -1.99 2.94
H -5.79 -0.36 0.31
H -6.40 -1.98 0.57
H -3.37 -1.37 0.60
H -4.19 -2.98 0.89
H -3.75 -2.99 -1.54
H -5.40 -2.38 -1.37
H -4.18 0.03 -1.13
H -4.75 -0.71 -2.72
H -3.47 -0.40 -4.49
H -2.94 -2.01 -4.04
H -0.93 -1.74 -5.07
H -1.49 -0.17 -5.63
C 0.77 2.63 -0.60
N 1.17 1.72 0.45
C 0.72 0.36 0.19
P 2.03 1.96 1.91
O 3.27 1.17 1.49
N 2.87 3.47 2.03
C 2.63 4.62 1.18
C 4.31 3.38 2.28
N 0.66 2.68 2.67
C -0.70 2.74 2.19
C 0.86 3.55 3.84
H -0.33 2.66 -0.70
H 1.18 2.31 -1.57
H 1.08 3.66 -0.45
H -0.05 0.06 0.91
H 1.55 -0.35 0.26
H 0.30 0.25 -0.81
H 3.00 4.45 0.16
H 3.14 5.50 1.58
H 1.57 4.89 1.16
H 4.87 3.16 1.36
H 4.54 2.62 3.02
H 4.69 4.33 2.68
H -0.85 3.62 1.55
H -1.41 2.82 3.02
H -1.00 1.85 1.65
H 0.92 4.60 3.54
H 1.77 3.29 4.37
H 0.04 3.45 4.55
C 4.61 -0.53 -2.09
N 3.75 -1.25 -3.00
C 2.52 -0.52 -3.28
P 3.92 -2.78 -3.77
O 4.06 -2.23 -5.18
N 5.52 -3.45 -3.73
C 6.57 -3.00 -2.85
C 6.10 -3.78 -5.03
N 3.55 -3.61 -2.30
C 3.05 -3.06 -1.06
C 3.97 -5.01 -2.15
H 4.11 -0.35 -1.13
H 4.88 0.45 -2.50
H 5.54 -1.02 -1.85
H 1.65 -1.03 -2.85
H 2.36 -0.43 -4.36
H 2.54 0.49 -2.88
H 6.96 -2.02 -3.15
H 7.41 -3.71 -2.87
H 6.25 -2.98 -1.81
H 6.50 -2.88 -5.53
H 5.38 -4.24 -5.69
H 6.93 -4.49 -4.91
H 3.88 -2.74 -0.42
H 2.48 -3.81 -0.50
H 2.36 -2.24 -1.20
H 4.93 -5.07 -1.63
H 4.05 -5.51 -3.11
H 3.24 -5.58 -1.57



(2)
109
Properties=species:S:1:pos:R:3 method="wB97M-V/def2-TZVPD" homo_lumo_gap_ev=5.335 charge=+1 homo_ev=-9.8634 energy_ha=-5277.55295
C 8.99 -1.28 2.25
C 8.30 0.24 2.42
N 7.20 0.34 1.39
C 5.91 0.93 2.01
C 5.45 2.48 1.83
C 4.07 3.05 2.51
C 3.24 1.84 3.32
N 3.88 0.49 3.29
C 3.04 -0.59 4.01
C 1.61 -0.90 3.27
C 1.70 -1.12 1.65
F 2.60 -0.41 0.70
C 0.73 -2.12 1.05
F 1.32 -3.30 0.39
F -0.73 -1.82 1.14
N 5.04 0.00 2.77
H 10.01 -1.27 2.84
H 8.26 -2.13 2.63
H 9.13 -1.47 1.10
H 7.80 0.33 3.48
H 9.08 1.09 2.18
H 6.92 -0.67 1.20
H 6.17 3.20 1.22
H 3.67 4.15 2.43
H 2.19 2.06 3.84
H 3.69 -1.56 4.23
H 2.81 -0.11 5.08
H 0.85 -0.05 3.57
H 1.21 -1.92 3.73
C 1.14 -6.60 -3.46
S 2.36 -5.27 -3.60
O 3.58 -5.85 -4.25
C 2.69 -5.13 -1.83
H 0.81 -6.87 -4.46
H 1.58 -7.46 -2.97
H 0.28 -6.24 -2.88
H 3.05 -6.09 -1.44
H 1.78 -4.83 -1.31
H 3.47 -4.37 -1.68
C -5.56 -2.02 0.06
S -4.81 -0.38 -0.09
O -5.58 0.38 -1.13
C -3.27 -0.95 -0.86
H -6.56 -1.90 0.49
H -5.65 -2.48 -0.92
H -4.95 -2.64 0.72
H -3.50 -1.48 -1.79
H -2.74 -1.61 -0.17
H -2.65 -0.08 -1.09
C -1.63 -2.11 -4.34
S -2.90 -2.61 -5.53
O -2.30 -3.66 -6.41
C -2.90 -1.06 -6.46
H -1.43 -2.95 -3.67
H -0.71 -1.84 -4.87
H -1.98 -1.25 -3.76
H -1.90 -0.86 -6.86
H -3.22 -0.24 -5.81
H -3.61 -1.15 -7.29
C -3.97 -0.24 -11.65
S -5.68 -0.31 -11.07
O -5.68 0.12 -9.63
C -5.82 -2.11 -11.10
H -3.65 0.80 -11.67
H -3.32 -0.81 -10.97
H -3.91 -0.66 -12.66
H -5.06 -2.56 -10.46
H -5.70 -2.47 -12.13
H -6.81 -2.39 -10.74
C -10.09 -0.73 3.04
S -10.25 -1.62 1.47
O -8.98 -2.39 1.27
C -10.16 -0.15 0.42
H -10.09 -1.46 3.85
H -9.16 -0.16 3.06
H -10.95 -0.06 3.17
H -9.22 0.38 0.60
H -11.01 0.50 0.63
H -10.20 -0.47 -0.63
C 3.31 8.06 3.09
S 3.58 7.24 1.50
O 4.30 5.95 1.78
C 4.81 8.42 0.89
H 2.59 7.47 3.66
H 4.25 8.13 3.64
H 2.89 9.06 2.92
H 5.66 8.47 1.57
H 4.35 9.41 0.79
H 5.16 8.09 -0.09
C 3.28 -5.95 2.56
S 1.57 -6.01 3.14
O 1.57 -5.58 4.58
C 1.43 -7.81 3.11
H 3.60 -4.90 2.54
H 3.93 -6.51 3.24
H 3.34 -6.37 1.55
H 2.19 -8.26 3.76
H 1.55 -8.17 2.09
H 0.44 -8.09 3.48
C -1.05 8.70 5.49
S 0.17 10.03 5.34
O 1.40 9.45 4.69
C 0.51 10.17 7.11
H -1.38 8.42 4.48
H -0.60 7.83 5.98
H -1.91 9.06 6.06
H 0.86 9.21 7.50
H -0.40 10.47 7.64
H 1.28 10.92 7.26